{
  "formula": "C33H30BrCl6F3IrNO",
  "method": "ωB97M-V with the def2-TZVPD basis set",
  "elements": ["Ir", "Cl", "C", "C", "C", "Cl", "C", "Cl", "C", "Cl", "C", "Cl", "C", "C", "C", "C", "C", "C", "C", "Br", "C", "O", "C", "C", "C", "C", "C", "C", "H", "H", "H", "H", "H", "H", "H", "H", "H", "H", "H", "H", "H", "H", "H", "H", "H", "H", "H", "H", "Cl", "C", "C", "C", "C", "C", "C", "C", "H", "H", "H", "H", "H", "H", "F", "C", "F", "F", "C", "C", "C", "N", "C", "C", "H", "H", "H", "H"],
  "positions_angstrom": [[-0.49747, -0.05949, 0.06066], [-2.05511, -2.37735, -0.71104], [-0.75184, -2.19881, -1.86437], [0.14822, -1.18213, -1.60149], [1.22885, -1.08012, -2.47174], [2.38106, 0.19208, -2.22622], [1.39636, -1.93867, -3.55746], [2.73831, -1.77245, -4.61966], [0.45548, -2.94582, -3.78758], [0.63948, -4.01850, -5.11791], [-0.63168, -3.08181, -2.92908], [-1.79335, -4.32434, -3.17201], [-8.15087, 1.18674, 1.84030], [-7.26598, 1.35183, 0.60452], [-7.36027, 2.81004, 0.13488], [-7.80095, 0.42831, -0.49860], [-5.80636, 1.00960, 0.89502], [-4.85793, 1.10151, -0.11218], [-3.54143, 0.82966, 0.18243], [-2.28171, 0.95826, -1.26174], [-3.02753, 0.49633, 1.44615], [-1.73299, 0.38213, 1.69253], [-4.01842, 0.28328, 2.44213], [-5.34481, 0.58349, 2.13531], [-3.74754, -0.24273, 3.86530], [-4.73937, -1.37687, 4.18372], [-2.34706, -0.81979, 4.08498], [-3.94935, 0.90369, 4.86639], [-9.17280, 1.48166, 1.59646], [-7.81191, 1.81525, 2.66609], [-8.17640, 0.14993, 2.18192], [-8.40040, 3.07877, -0.06270], [-6.79248, 2.97196, -0.78260], [-6.96858, 3.48705, 0.89625], [-8.85518, 0.63949, -0.69157], [-7.70779, -0.61861, -0.20461], [-7.25772, 0.56439, -1.43498], [-5.13388, 1.37192, -1.12382], [-6.06911, 0.46622, 2.92740], [-4.66574, -2.17261, 3.44006], [-5.77439, -1.03991, 4.21585], [-4.50582, -1.80116, 5.16220], [-2.07949, -1.55119, 3.32147], [-2.32343, -1.31407, 5.05896], [-1.59692, -0.03324, 4.08691], [-4.96643, 1.29645, 4.82205], [-3.26108, 1.72408, 4.65334], [-3.76288, 0.55538, 5.88547], [4.25540, 2.43170, 4.65588], [3.08318, 2.29201, 3.38058], [3.48777, 1.87232, 2.12098], [2.54881, 1.76385, 1.10913], [1.20214, 2.04987, 1.33784], [0.17057, 1.87841, 0.27477], [0.83001, 2.48255, 2.60908], [1.75987, 2.61008, 3.63112], [4.52944, 1.64242, 1.94035], [2.85952, 1.43754, 0.12475], [0.55773, 2.14837, -0.70840], [-0.70239, 2.48842, 0.50781], [-0.21100, 2.71723, 2.80009], [1.46422, 2.95123, 4.61417], [4.98437, -2.81515, 3.39236], [3.99089, -2.16047, 4.00748], [4.52275, -1.09640, 4.62421], [3.49973, -2.97051, 4.96017], [2.90720, -1.74256, 3.04671], [1.82066, -1.02799, 3.52227], [0.84247, -0.64178, 2.63106], [0.90650, -0.93120, 1.32283], [1.94452, -1.64775, 0.87588], [2.96592, -2.06973, 1.70603], [1.73540, -0.75649, 4.56525], [-0.03012, -0.08990, 2.93720], [1.94815, -1.88475, -0.17540], [3.78959, -2.63577, 1.29748]],
  "atomic_forces_ev_per_a": [[-1.1, -1.5, 0.0], [0.1, 0.0, 0.1], [0.1, -0.3, 0.0], [0.4, 1.1, 0.3], [-0.1, 0.0, -0.2], [0.0, 0.0, 0.0], [-0.1, -0.1, 0.0], [0.0, 0.0, 0.0], [0.1, 0.0, 0.0], [0.0, 0.0, 0.0], [-0.1, 0.0, 0.0], [0.0, 0.0, 0.0], [0.0, 0.0, 0.0], [0.0, 0.0, 0.0], [0.0, 0.0, 0.0], [0.0, 0.0, 0.0], [0.0, 0.0, 0.0], [0.0, 0.0, 0.0], [0.0, 0.1, 0.0], [-0.1, 0.1, -0.1], [0.0, -0.1, 0.2], [0.1, 0.3, -0.1], [0.0, 0.0, 0.0], [0.0, 0.0, 0.0], [0.0, 0.0, 0.0], [0.0, 0.0, 0.0], [0.0, 0.0, 0.0], [0.0, 0.0, 0.0], [0.0, 0.0, 0.0], [0.0, 0.0, 0.0], [0.0, 0.0, 0.0], [0.0, 0.0, 0.0], [0.0, 0.0, 0.0], [0.0, 0.0, 0.0], [0.0, 0.0, 0.0], [0.0, 0.0, 0.0], [0.0, 0.0, 0.0], [0.0, 0.0, 0.0], [0.0, 0.0, 0.0], [0.0, 0.0, 0.0], [0.0, 0.0, 0.0], [0.0, 0.0, 0.0], [0.0, 0.0, 0.0], [0.0, 0.0, 0.0], [0.0, 0.0, 0.0], [0.0, 0.0, 0.0], [0.0, 0.0, 0.0], [0.0, 0.0, 0.0], [0.0, 0.0, 0.0], [0.0, 0.0, 0.0], [0.0, 0.0, 0.0], [0.0, 0.0, 0.0], [-0.1, 0.1, 0.0], [0.7, -0.2, -0.3], [0.0, 0.1, 0.0], [0.0, 0.0, 0.0], [0.0, 0.0, 0.0], [0.0, 0.0, 0.0], [0.1, 0.2, 0.1], [0.0, -0.1, 0.0], [0.0, 0.0, 0.0], [0.0, 0.0, 0.0], [0.0, 0.0, 0.0], [0.0, 0.0, 0.0], [0.0, 0.0, 0.0], [0.0, 0.0, 0.0], [0.0, 0.0, 0.0], [0.0, 0.0, 0.0], [-0.1, -0.1, 0.0], [0.0, 0.2, -0.2], [0.0, 0.0, 0.0], [0.0, 0.0, 0.0], [0.0, 0.0, 0.0], [0.0, 0.1, 0.0], [0.0, 0.0, 0.0], [0.0, 0.0, 0.0]],
  "mulliken_charge": [1.993, -0.149, 1.345, -2.371, 1.192, -0.199, -0.123, -0.180, 0.605, -0.187, -0.288, -0.194, -2.084, 2.059, -1.646, -1.657, -0.258, -0.984, 0.544, -0.267, 0.521, -0.715, -1.372, -0.092, 2.378, -1.818, -2.005, -1.691, 0.443, 0.396, 0.392, 0.450, 0.331, 0.371, 0.447, 0.368, 0.322, 0.438, 0.301, 0.371, 0.357, 0.491, 0.328, 0.598, 0.301, 0.337, 0.279, 0.465, -0.214, 0.381, -1.010, 0.212, 0.060, -1.000, -0.294, -0.936, 0.479, 0.259, 0.571, 0.696, 0.353, 0.464, -0.293, 0.737, -0.220, -0.261, 0.598, -1.321, -0.140, 0.120, -0.085, -1.026, 0.570, 0.350, 0.254, 0.551],
  "relative_energy_kcal_mol": 0.00,
  "orbital_gap_ev": 7.1820,
  "homo_ha": -0.284,
  "energy_ha": -7144.64098
}